<A>
{"formula": "C3H10OS2", "method": "ωB97M-V/def2-TZVPD", "elements": ["C", "C", "S", "S", "C", "H", "H", "H", "H", "H", "H", "H", "H", "H", "H", "O"], "coordinates": [[1.489, 1.649, 0.147], [1.338, 0.460, 1.078], [2.269, -0.946, 0.573], [-1.689, 0.650, -0.460], [-2.140, -0.670, -1.600], [0.957, 2.571, 0.499], [0.986, 1.387, -0.802], [2.529, 1.870, -0.046], [1.832, 0.581, 2.055], [0.240, 0.317, 1.237], [-2.818, -1.296, -1.024], [-2.683, -0.186, -2.445], [-1.307, -1.311, -1.914], [0.295, -2.153, 1.052], [-0.709, -0.995, 0.976], [-0.589, -1.929, 0.675]], "orbital_gap_ev": 3.9, "mol_weight_g_mol": 126.25, "homo_ev": -8.146}

=====

<B>
{"formula": "C3H10OS2", "method": "ωB97M-V/def2-TZVPD", "elements": ["C", "C", "S", "S", "C", "H", "H", "H", "H", "H", "H", "H", "H", "O", "H", "H"], "coordinates": [[-1.941, 1.272, -1.174], [-0.880, 0.169, -1.346], [0.743, 0.650, -0.661], [-0.236, 0.824, 1.438], [0.222, -0.786, 2.058], [-2.658, 1.504, -1.966], [-2.499, 1.039, -0.255], [-1.469, 2.253, -0.970], [-0.550, 0.099, -2.384], [-1.331, -0.702, -0.882], [1.289, -1.017, 1.906], [-0.214, -1.669, 1.590], [0.021, -0.707, 3.123], [1.601, -2.893, -0.765], [1.542, -2.010, -0.380], [1.129, -2.790, -1.600]], "smiles": "CCSSC.O", "orbital_gap_ev": 8.8, "mol_weight_g_mol": 126.25, "homo_ev": -9.176}

=====

<C>
{"formula": "C3H10OS2", "method": "ωB97M-V/def2-TZVPD", "elements": ["C", "C", "S", "S", "C", "H", "H", "H", "H", "H", "H", "H", "H", "O", "H", "H"], "coordinates": [[2.425, 1.438, 0.701], [0.972, 0.970, 0.542], [0.803, -0.770, 0.412], [-0.403, -0.970, -1.682], [-1.676, 0.040, -1.113], [2.442, 2.515, 0.880], [3.088, 1.269, -0.142], [2.914, 0.974, 1.570], [0.483, 1.173, 1.513], [0.406, 1.529, -0.226], [-2.174, -0.318, -0.195], [-1.562, 1.123, -0.927], [-2.519, 0.109, -1.921], [-1.934, -3.180, 0.517], [-1.370, -3.626, -0.126], [-1.892, -2.275, 0.196]], "smiles": "CCSSC.O", "orbital_gap_ev": 8.1, "mol_weight_g_mol": 126.25, "homo_ev": -8.933}

=====

<D>
{"formula": "C3H10OS2", "method": "ωB97M-V/def2-TZVPD", "elements": ["C", "C", "C", "S", "S", "H", "H", "H", "H", "H", "H", "H", "H", "O", "H", "H"], "coordinates": [[2.164, -2.135, 0.430], [2.008, -0.655, 0.385], [1.161, -0.130, -0.806], [-0.212, 0.740, -0.090], [-1.622, 0.773, -1.632], [2.484, -2.534, -0.537], [2.794, -2.611, 1.184], [1.230, -2.673, 0.649], [2.952, -0.097, 0.418], [1.690, -0.253, 1.363], [0.934, -0.989, -1.438], [1.769, 0.481, -1.479], [-1.805, -0.548, -1.935], [-1.539, 0.186, 2.950], [-0.793, 0.305, 3.498], [-1.450, 0.873, 2.262]], "smiles": "CCCSS.O", "orbital_gap_ev": 9.2, "mol_weight_g_mol": 126.25, "homo_ev": -8.763}

=====

Verdict on stability: <D> comes out on top.

=====

<A>
{"formula": "C3H10OS2", "method": "ωB97M-V/def2-TZVPD", "elements": ["C", "C", "S", "S", "C", "H", "H", "H", "H", "H", "H", "H", "H", "O", "H", "H"], "coordinates": [[-0.227, -2.625, -0.509], [-0.707, -1.812, 0.693], [-1.323, -0.115, 0.824], [-0.110, 1.486, 0.671], [-0.810, 2.408, -0.810], [-0.995, -2.884, -1.206], [0.357, -3.510, -0.232], [0.372, -1.875, -1.058], [-1.617, -2.406, 1.027], [-0.092, -2.169, 1.532], [-0.690, 1.714, -1.629], [-1.868, 2.657, -1.000], [-0.467, 3.344, -0.558], [3.064, 1.855, 0.800], [2.634, 1.845, -0.011], [2.478, 2.085, 1.465]], "smiles": "CCSSC.O", "orbital_gap_ev": 9.2, "mol_weight_g_mol": 126.25, "homo_ev": -8.547}

=====

<B>
{"formula": "C3H10OS2", "method": "ωB97M-V/def2-TZVPD", "elements": ["C", "C", "C", "S", "S", "H", "H", "H", "H", "H", "H", "H", "H", "O", "H", "H"], "coordinates": [[1.810, -1.069, -1.710], [0.585, -0.151, -1.475], [0.417, 0.145, 0.014], [-0.955, 1.300, 0.318], [-0.396, 2.310, 2.023], [1.907, -1.581, -0.743], [2.757, -0.532, -1.798], [1.684, -1.790, -2.508], [0.718, 0.788, -2.020], [-0.247, -0.725, -1.886], [0.321, -0.803, 0.552], [1.379, 0.585, 0.299], [-1.289, 1.662, 2.820], [-2.753, -0.248, 2.368], [-2.288, 0.042, 1.553], [-3.650, 0.069, 2.193]], "smiles": "CCCSS.O", "orbital_gap_ev": 9.8, "mol_weight_g_mol": 126.25, "homo_ev": -9.217}

=====

Verdict on stability: <B> comes out on top.

=====

<A>
{"formula": "C2H3N3S", "method": "ωB97M-V/def2-TZVPD", "elements": ["C", "C", "N", "N", "N", "S", "H", "H", "H"], "coordinates": [[0.737, -1.013, -0.041], [-1.272, 0.198, -0.015], [-0.404, -1.471, 0.136], [1.004, 0.361, -0.025], [-0.241, 1.014, 0.015], [-2.814, 0.425, 0.048], [1.446, -1.792, -0.157], [1.720, 0.492, 0.665], [-0.177, 1.785, -0.626]], "orbital_gap_ev": 9.3, "mol_weight_g_mol": 101.13, "homo_ev": -8.650}

=====

<B>
{"formula": "C2H3N3S", "method": "ωB97M-V/def2-TZVPD", "elements": ["S", "C", "N", "C", "N", "N", "H", "H", "H"], "coordinates": [[-2.590, -0.223, 0.004], [-0.823, -0.169, -0.024], [-0.072, 0.978, -0.010], [1.138, 0.551, -0.023], [1.146, -0.806, 0.013], [-0.131, -1.275, -0.029], [-2.628, 1.119, -0.024], [2.028, 1.239, 0.062], [1.932, -1.413, 0.031]], "smiles": "Sc1nc[nH]n1", "orbital_gap_ev": 9.8, "mol_weight_g_mol": 101.13, "homo_ev": -8.906}

=====

<C>
{"formula": "C2H3N3S", "method": "ωB97M-V/def2-TZVPD", "elements": ["C", "C", "N", "N", "N", "S", "H", "H", "H"], "coordinates": [[-0.114, 1.087, 0.308], [0.801, -1.593, -0.158], [0.095, -0.945, -0.980], [-0.623, -0.077, -0.187], [-0.810, 1.883, 0.880], [1.653, -1.929, 1.061], [0.954, 1.298, 0.142], [-0.172, -1.267, -1.846], [-1.784, 1.542, 0.781]], "orbital_gap_ev": [7.1, 7.1], "mol_weight_g_mol": 101.13, "homo_ev": [-8.233, -8.238]}

=====

<D>
{"formula": "C2H3N3S", "method": "ωB97M-V/def2-TZVPD", "elements": ["S", "C", "C", "N", "N", "N", "H", "H", "H"], "coordinates": [[-0.975, 1.065, -1.382], [-0.137, 0.041, -0.246], [-0.641, -0.955, 0.649], [0.375, -1.392, 1.448], [1.363, -0.612, 1.069], [1.105, 0.322, 0.172], [-0.129, 2.359, -1.247], [-1.679, -1.453, 0.530], [2.182, -0.682, 1.603]], "smiles": "Sc1cn[nH]n1", "orbital_gap_ev": 9.5, "mol_weight_g_mol": 101.13, "homo_ev": -8.979}

=====

Verdict on stability: <B> comes out on top.

=====

<A>
{"formula": "H2", "method": "ωB97M-V/def2-TZVPD", "elements": ["H", "H"], "coordinates": [[-1.076, -0.604, 0.206], [1.076, 0.604, -0.206]], "s_squared": 0.76, "charge": -1, "multiplicity": 2, "orbital_gap_ev": [11.9, 6.2], "mol_weight_g_mol": 2.02, "homo_ev": [-1.784, -0.812]}

=====

<B>
{"formula": "H2", "method": "ωB97M-V/def2-TZVPD", "elements": ["H", "H"], "coordinates": [[0.000, 0.000, 0.550], [0.000, 0.000, -0.550]], "s_squared": 0.75, "charge": -1, "multiplicity": 2, "orbital_gap_ev": [8.3, 12.5], "mol_weight_g_mol": 2.02, "homo_ev": [2.175, -4.451]}

=====

Verdict on stability: <B> comes out on top.

=====

<A>
{"formula": "C5H8FN", "method": "ωB97M-V/def2-TZVPD", "elements": ["F", "C", "C", "C", "C", "C", "N", "H", "H", "H", "H", "H", "H", "H", "H"], "coordinates": [[0.469, 2.324, -0.840], [0.109, 1.120, -0.312], [1.133, 0.413, 0.545], [0.530, -0.944, 0.801], [-0.339, -1.188, -0.535], [-0.889, 0.196, -0.845], [-1.172, 0.921, 0.436], [1.308, 1.068, 1.345], [2.129, 0.225, 0.141], [-0.113, -1.043, 1.625], [1.246, -1.736, 0.824], [0.390, -1.609, -1.341], [-1.296, -1.687, -0.249], [-1.676, 0.331, -1.714], [-1.829, 1.609, 0.119]], "smiles": "F[C@]12CCC[C@H]1N2", "orbital_gap_ev": 10.5, "mol_weight_g_mol": 101.12, "homo_ev": -9.433}

=====

<B>
{"formula": "C5H8FN", "method": "ωB97M-V/def2-TZVPD", "elements": ["F", "C", "C", "C", "N", "C", "C", "H", "H", "H", "H", "H", "H", "H", "H"], "coordinates": [[1.183, -1.635, -2.079], [0.596, -1.594, -0.870], [-0.268, -0.402, -0.629], [-1.440, 0.237, 0.000], [-0.548, 1.163, 0.965], [0.902, 0.980, 0.634], [0.766, -0.526, 0.268], [0.598, -2.554, -0.342], [-0.190, 0.144, -1.583], [-2.019, -0.419, 0.628], [-2.050, 0.865, -0.899], [-0.820, 2.302, 1.127], [1.499, 1.477, -0.133], [1.273, 0.973, 1.669], [0.518, -1.012, 1.245]], "smiles": "FC1[C@H]2CNC[C@H]12", "orbital_gap_ev": 10.0, "mol_weight_g_mol": 101.12, "homo_ev": -8.927}

=====

Verdict on stability: <A> comes out on top.

=====

<A>
{"formula": "C3H11NOS2", "method": "ωB97M-V/def2-TZVPD", "elements": ["C", "N", "C", "C", "S", "S", "H", "H", "H", "H", "H", "H", "H", "H", "H", "O", "H", "H"], "coordinates": [[3.293, -0.917, 0.560], [1.937, -1.077, 1.046], [0.984, -1.079, -0.030], [-0.441, -1.248, 0.462], [-1.405, 0.300, 0.613], [-2.388, 0.352, -1.232], [3.486, -1.733, -0.134], [4.026, -0.975, 1.361], [3.448, 0.020, 0.012], [1.665, -0.362, 1.718], [1.042, -0.163, -0.629], [1.246, -1.857, -0.741], [-0.505, -1.722, 1.448], [-1.004, -1.897, -0.192], [-1.453, 1.106, -1.830], [1.258, 2.438, -0.414], [0.649, 3.039, -0.856], [0.789, 2.232, 0.411]], "smiles": "CNCCSS.O", "orbital_gap_ev": 9.2, "mol_weight_g_mol": 141.26, "homo_ev": -8.867}

=====

<B>
{"formula": "C3H11NOS2", "method": "ωB97M-V/def2-TZVPD", "elements": ["S", "S", "C", "C", "N", "C", "H", "H", "H", "H", "H", "H", "H", "H", "H", "H", "H", "O"], "coordinates": [[-0.583, -1.919, 2.913], [0.638, 2.746, -1.895], [-0.704, 1.512, -1.975], [-0.255, 0.137, -1.503], [0.009, 0.068, -0.089], [-1.183, 0.072, 0.728], [0.734, 2.908, -0.572], [-1.570, 1.844, -1.398], [-0.976, 1.535, -3.031], [0.675, -0.116, -2.007], [-1.021, -0.590, -1.815], [0.605, -0.720, 0.110], [-1.970, -0.557, 0.269], [-1.576, 1.066, 0.910], [-1.013, -0.450, 1.695], [2.375, -2.450, 1.188], [0.893, -2.617, 1.309], [1.570, -2.313, 0.675]], "orbital_gap_ev": 5.3, "mol_weight_g_mol": 141.26, "homo_ev": -8.934}

=====

Verdict on stability: <A> comes out on top.